2 unconnected molecules or ions with the total composition C4H7N2OS, computed with ωB97M-V with the def2-TZVPD basis set.

Its net charge is +1. As for the largest force on an atom: 4.63 eV/A. For the energy above the lowest of the compared OMol25 structures with the same formula, charge and spin, the calculation gives 56.3 kcal/mol. The highest occupied orbital energy comes out at -11.718 eV.

```
15
Properties=species:S:1:pos:R:3:mulliken_charge:R:1
C -0.49037 0.69251 1.18579 -0.58
C -0.84925 2.90579 0.53420 -0.47
C -0.90834 1.57801 0.10520 0.63
C 0.95085 -1.99352 -0.79427 0.15
N -0.02718 1.34765 2.19428 -0.44
N 1.37348 -3.22435 -0.81214 -0.18
O -1.28733 1.09155 -1.09525 -0.48
S -0.17062 2.99353 2.13018 0.15
H -0.33107 -0.39100 1.26787 0.43
H -1.19982 3.74470 0.12716 0.49
H 0.59647 -1.55163 -1.77333 0.32
H 0.67977 -1.49739 0.17005 0.07
H -1.81276 1.74992 -1.55762 0.34
H 1.52039 -3.83486 -1.57871 0.28
H 1.95577 -3.61092 -0.10343 0.29
```


A molecular structure, C3H3NO3, computed with ωB97M-V with the def2-TZVPD basis set.

As for the largest force on an atom: 3.76 eV/A. For the energy above the lowest of the compared OMol25 structures with the same formula, charge and spin, the calculation gives 59.4 kcal/mol. The highest occupied orbital energy comes out at -9.202 eV.

```
10
Properties=species:S:1:pos:R:3:mulliken_charge:R:1
C 0.96976 1.55406 0.21821 0.25
C 2.13892 -0.27310 0.01481 0.37
C 0.18470 -0.54078 -0.17056 -0.03
N 2.13273 1.06224 0.34988 -0.44
O 2.97440 -1.10142 -0.12873 -0.42
O -0.14759 0.79781 0.20103 -0.28
O -0.26485 -1.60794 0.58201 -0.48
H 0.71289 2.59172 0.43722 0.37
H -0.16516 -0.62161 -1.19442 0.31
H 0.30875 -1.72251 1.40837 0.36
```


A single C5H13N molecule, computed with ωB97M-V with the def2-TZVPD basis set.

As for the largest force on an atom: 1.43 eV/A. The SMILES is CCC[C@@H](C)N. For the energy above the lowest of the compared OMol25 structures with the same formula, charge and spin, the calculation gives 9.8 kcal/mol. The highest occupied orbital energy comes out at -9.269 eV.

```
19
Properties=species:S:1:pos:R:3:mulliken_charge:R:1
C -1.03904 2.11042 0.23971 -1.27
C 0.12684 1.36463 0.92108 -0.25
C 0.78837 0.36128 -0.03435 -0.87
C -0.04773 -0.87724 -0.39633 0.45
C 0.80579 -1.88175 -1.20165 -1.45
N -0.78838 -1.33910 0.78803 -0.61
H -1.84759 1.40073 0.04707 0.31
H -0.73165 2.61637 -0.66107 0.33
H -1.50044 2.83305 0.92033 0.36
H 0.81859 2.16864 1.18850 0.33
H -0.26027 0.80791 1.76608 0.26
H 0.96820 0.93116 -0.95217 0.37
H 1.73781 0.03644 0.39370 0.35
H -0.87493 -0.63536 -1.07345 0.18
H 1.40107 -1.22240 -1.84150 0.36
H 0.21812 -2.51786 -1.86182 0.37
H 1.43335 -2.53150 -0.59904 0.35
H -1.00156 -2.33353 0.73358 0.24
H -0.20654 -1.29188 1.62330 0.22
```


11 unconnected molecules or ions with the total composition C6H33NO10, computed with ωB97M-V with the def2-TZVPD basis set.

As for the largest force on an atom: 4.80 eV/A. The SMILES is C/C=C/CCCN.O.O.O.O.O.O.O.O.O.O. For the energy above the lowest of the compared OMol25 structures with the same formula, charge and spin, the calculation gives 132.3 kcal/mol. The highest occupied orbital energy comes out at -8.307 eV.

```
50
Properties=species:S:1:pos:R:3:mulliken_charge:R:1
C -0.24222 3.50086 -0.10294 -1.55
C 0.10964 1.99346 -0.24788 0.49
C 1.24257 1.58024 0.30935 -0.54
C 2.11033 0.46569 0.03568 -0.22
C 2.76247 -0.35296 1.22390 -0.77
C 3.00443 -1.90499 1.18213 -0.39
N 2.15165 -2.76206 2.08536 -0.68
H -1.31740 3.74467 -0.18848 0.29
H 0.31161 3.94414 0.75693 0.44
H 0.34643 3.89942 -0.99657 0.25
H -0.67561 1.43992 -0.65632 0.64
H 1.66794 2.23243 1.08616 0.10
H 3.09806 0.93228 -0.37234 0.21
H 1.76089 -0.29592 -0.62140 0.15
H 2.39539 -0.16246 2.19571 0.43
H 3.67985 0.21352 1.40227 0.44
H 2.76904 -2.29193 0.11300 0.20
H 4.14221 -1.93914 1.37234 0.22
H 1.87909 -2.17304 2.88614 0.21
H 1.35312 -3.21994 1.68462 0.46
O -0.26318 -3.36242 1.25592 -0.65
H -1.06094 -3.77829 0.85716 0.31
H -0.68289 -2.58211 1.50374 0.28
O -2.26459 0.50295 1.70238 -0.61
H -1.76297 1.18548 2.15039 0.27
H -2.91288 0.85137 1.11665 0.30
O -4.65297 0.00472 -1.30714 -0.64
H -4.49195 0.79548 -1.87456 0.31
H -3.82639 -0.48970 -1.31473 0.32
O 0.14518 -1.09398 -3.15337 -0.68
H 0.12569 -0.47107 -3.92879 0.26
H 1.09010 -1.17311 -3.15993 0.29
O -2.45521 -2.01004 2.31271 -0.73
H -3.46748 -2.18571 2.15850 0.29
H -2.41336 -0.93589 2.30465 0.44
O -1.65148 2.73411 -2.21386 -0.52
H -1.88019 1.84198 -2.61385 0.27
H -1.64398 3.35316 -2.96766 0.25
O 0.83561 -2.68598 -1.32824 -0.60
H -0.14865 -2.55458 -1.40650 0.24
H 0.97379 -2.85438 -0.39609 0.29
O -0.13396 0.44224 3.11991 -0.58
H 0.01218 1.02786 4.00312 0.32
H 0.66457 -0.20563 3.19344 0.21
O 1.01997 2.11607 -3.66481 -0.66
H 0.56844 2.68307 -3.02357 0.33
H 1.21948 1.28525 -3.27313 0.31
O -1.38370 -0.17893 -1.09690 -0.36
H -1.19510 -0.52521 -0.27032 0.10
H -0.91261 -0.58089 -1.83278 0.25
```


A single C3H7N3OS molecule, computed with ωB97M-V with the def2-TZVPD basis set.

As for the largest force on an atom: 6.46 eV/A. The SMILES is C=N/N=C(\NS)OC. For the energy above the lowest of the compared OMol25 structures with the same formula, charge and spin, the calculation gives 139.5 kcal/mol. The highest occupied orbital energy comes out at -8.378 eV.

```
15
Properties=species:S:1:pos:R:3:mulliken_charge:R:1
C 2.04895 1.95495 -0.20845 -0.36
N 1.49454 0.86005 0.06722 -0.14
N 0.17384 0.65855 -0.40028 -0.48
C -0.24847 -0.56410 -0.09135 0.55
N 0.50883 -1.65304 0.17446 -0.28
S 2.00263 -1.85403 -0.37982 -0.14
O -1.51155 -0.92576 -0.43375 -0.28
C -2.61519 -0.08412 -0.06898 -0.59
H 3.04626 1.80927 0.13669 0.28
H 1.44917 3.06175 -0.27231 0.22
H -0.04871 -2.39088 0.93344 0.33
H 2.57563 -1.25480 0.77638 0.16
H -2.91147 0.56136 -1.14524 0.20
H -2.53835 0.77247 0.63130 0.33
H -3.42610 -0.95165 0.28067 0.21
```


3 unconnected molecules or ions with the total composition C4H9NO2S, computed with ωB97M-V with the def2-TZVPD basis set.

As for the largest force on an atom: 7.29 eV/A. For the energy above the lowest of the compared OMol25 structures with the same formula, charge and spin, the calculation gives 179.2 kcal/mol. The highest occupied orbital energy comes out at -8.982 eV.

```
17
Properties=species:S:1:pos:R:3:mulliken_charge:R:1
C 0.61174 -0.23248 -0.71204 -0.07
C 0.50425 -0.82459 0.65885 -0.19
C -0.18507 0.55341 1.04141 0.38
C -0.63737 0.71255 -0.42387 -0.92
H 0.90344 -0.44474 -2.75671 0.30
H 1.14584 -1.88170 -1.72660 0.26
H 1.46532 0.43813 -0.94062 0.37
H -0.39003 -1.42612 0.87218 0.29
H 1.45179 -1.15260 2.95183 0.16
H 0.47149 1.45364 1.29806 0.32
H -2.26835 0.52905 1.01081 0.35
H -1.57196 0.20251 -0.64146 0.66
H -2.08506 2.10516 -1.33260 0.42
N 0.54068 -1.08822 -1.92902 -0.73
O -1.23354 0.39698 1.95763 -0.65
O -0.79157 1.96371 -0.85030 -0.70
S 2.06841 -1.30469 1.52246 -0.26
```


4 unconnected molecules or ions with the total composition C32H30FINO15S, computed with ωB97M-V with the def2-TZVPD basis set.

Its net charge is +1. As for the largest force on an atom: 0.83 eV/A. The highest occupied orbital energy comes out at -11.439 eV.

```
81
Properties=species:S:1:pos:R:3:mulliken_charge:R:1
C -5.43508 4.77785 1.82473 -0.15
C -4.65924 4.11329 1.20748 -1.34
C -3.56024 3.33905 0.76674 0.54
C -2.42299 3.94849 0.24848 -0.40
C -1.36100 3.17576 -0.12726 -0.26
I 0.29069 4.23488 -0.83386 0.20
C -1.39468 1.78926 -0.01867 0.87
C -0.25794 0.88874 -0.37246 0.06
C -0.01610 0.72071 -1.90418 0.54
C 1.38452 1.06848 -2.37384 -1.62
F -0.96240 1.44455 -2.59795 -0.33
N -2.53105 1.22230 0.46543 0.40
C -2.68651 -0.25086 0.65619 -1.11
C -2.76896 -1.10400 -0.60387 0.78
C -4.13536 -1.17406 -1.28245 -1.49
C -4.63601 0.13880 -1.90516 -0.27
S -4.61217 0.00582 -3.68198 1.08
O -3.25081 0.06548 -4.11515 -0.56
O -5.41480 -1.09113 -4.08372 -0.60
O -5.32494 1.34793 -4.13282 -0.47
C -3.57938 1.97611 0.85099 0.24
H -6.10687 5.35881 2.40195 0.44
H -2.39033 5.01936 0.15759 0.54
H -0.41265 -0.08814 0.05285 -1.30
H 0.65857 1.25495 0.06745 0.85
H -0.13757 -0.33546 -2.12863 0.40
H 1.88998 1.75409 -1.71084 0.27
H 1.99781 0.17143 -2.39368 0.44
H 1.36411 1.46550 -3.38277 0.39
H -3.54885 -0.39457 1.29341 0.78
H -1.82685 -0.58483 1.22887 -0.15
H -2.53683 -2.11296 -0.26998 0.29
H -1.99480 -0.85983 -1.31901 -0.36
H -4.08057 -1.92593 -2.06278 0.67
H -4.86432 -1.51336 -0.55320 0.44
H -5.67749 0.29031 -1.63918 0.34
H -4.04518 1.01467 -1.66512 0.02
H -4.65742 2.04878 -4.13248 0.38
H -4.44609 1.47971 1.24904 0.47
C 5.99199 -0.34914 -2.48346 -1.03
C 6.79086 0.12983 -3.44929 0.41
C 7.18334 1.58206 -3.50679 1.00
O 7.92126 1.93600 -4.40306 -0.60
C 6.65373 2.48062 -2.49054 -0.90
C 5.85855 1.99726 -1.52982 0.28
C 5.48444 0.54405 -1.46100 1.06
O 4.75627 0.19039 -0.54799 -0.61
O 5.33429 2.75361 -0.56739 -0.59
O 7.28847 -0.62809 -4.41359 -0.56
H 5.70428 -1.38967 -2.43265 0.45
H 6.92903 3.52426 -2.54787 0.44
H 4.81716 2.14443 -0.00682 0.30
H 7.83242 -0.04045 -4.97379 0.37
C -0.83331 -5.90952 1.96387 -0.82
C -0.60439 -4.60221 2.15521 0.37
C -0.30063 -3.68248 1.00230 0.66
O -0.12526 -2.49256 1.24301 -0.33
C -0.22747 -4.23566 -0.32874 -1.03
C -0.45155 -5.54705 -0.52073 0.34
C -0.78379 -6.46861 0.62397 0.96
O -0.99092 -7.63520 0.36347 -0.59
O -0.39989 -6.11637 -1.70772 -0.57
O -0.63441 -4.04753 3.36137 -0.58
H -1.05540 -6.58184 2.78018 0.47
H 0.01049 -3.56549 -1.14328 0.51
H -0.60122 -7.06441 -1.56999 0.37
H -0.42725 -3.09631 3.27149 0.27
C 0.91839 0.15577 5.46905 -1.12
C 1.10909 1.47604 5.62065 0.30
C 1.40882 2.37194 4.45016 0.91
O 1.54609 3.56014 4.65816 -0.62
C 1.51782 1.76702 3.13015 -0.46
C 1.33346 0.44789 2.98080 0.18
C 1.00579 -0.44080 4.15202 0.82
O 0.82404 -1.62489 3.93123 -0.69
O 1.42021 -0.15150 1.79525 -0.34
O 1.04386 2.08081 6.79492 -0.56
H 0.69832 -0.49640 6.30239 0.49
H 1.75343 2.41927 2.29907 0.54
H 1.23111 -1.10339 1.92315 0.16
H 1.21828 3.02821 6.63250 0.36
```


A single C6H11NOS2 molecule, computed with ωB97M-V with the def2-TZVPD basis set.

As for the largest force on an atom: 1.88 eV/A. For the energy above the lowest of the compared OMol25 structures with the same formula, charge and spin, the calculation gives 0.0 kcal/mol. The highest occupied orbital energy comes out at -8.917 eV.

```
21
Properties=species:S:1:pos:R:3:mulliken_charge:R:1
C -1.92538 2.17966 -0.12157 -0.89
C 0.19477 0.79301 0.76720 -0.85
C 1.48966 0.00551 0.66053 -0.73
C 1.50132 -1.48304 0.30763 -0.65
C 0.86440 -1.86659 -1.04381 -0.45
C -1.63779 -1.80766 -0.43086 0.41
H -2.32632 2.78318 -0.90830 0.36
H -2.61937 1.40290 0.19761 0.25
H -1.61071 2.86347 0.66963 0.30
H 0.34050 1.73008 1.32471 0.56
H -0.54638 0.28699 1.38402 0.45
H 2.20714 0.54822 0.00278 0.32
H 1.95431 0.13384 1.68903 0.30
H 2.52784 -1.80019 0.31722 0.35
H 1.05875 -2.06734 1.11900 0.39
H 1.31495 -2.85564 -1.37437 0.28
H 0.96957 -1.02998 -1.79184 0.34
N -0.57496 -2.10278 -0.84809 -0.26
O 0.45741 2.47205 -1.21496 -0.68
S -0.48283 1.40275 -0.78128 0.54
S -3.15687 -1.58845 0.07572 -0.34
```


What is the formula in the first record?
C4H7N2OS


highest occupied orbital energy of number 3 (C5H13N)?
-9.269 eV


Which of these has the lowest highest occupied orbital energy?
C4H7N2OS


What is the formula in the fifth record?
C3H7N3OS